C41H41FP2Tc as an isolated structure in a non-equilibrium geometry. Source: the Open Molecules 2025 dataset; level of theory: ωB97M-V/def2-TZVPD.

For the HOMO energy (spin up / spin down), the calculation gives -0.4351 / -0.4578 hartree. Its net charge is +2. As for the spin multiplicity: 4. For the total energy, the calculation gives -2449.45643 a.u.

Geometry (Å):
Tc -0.82434 2.19961 -0.95936
C -1.43007 4.03080 -1.21250
C -2.34869 3.28095 -0.33506
C -3.66347 2.74584 -0.86565
C -3.49840 1.59545 -1.89940
C -2.07739 1.08932 -2.03550
C -1.04962 1.77125 -2.86653
C -1.41514 3.03349 -3.62088
C -1.74409 4.24418 -2.68293
C 1.57772 -3.23598 -0.04925
H -0.89822 4.86016 -0.73284
H -2.43302 3.67882 0.67496
H -4.25273 3.55085 -1.30575
H -4.27123 2.38068 -0.03039
H -4.13828 0.76895 -1.57905
H -3.90142 1.86906 -2.87481
H -2.03243 -0.00193 -2.13413
H -0.40365 1.07638 -3.41332
H -2.24589 2.84716 -4.31133
H -0.57840 3.30222 -4.27314
H -1.11833 5.08830 -2.98879
H -2.77824 4.56638 -2.82843
H 2.06103 -2.24933 0.02500
H 2.09036 -3.86276 -0.79667
H 1.62432 -3.73710 0.92879
P 0.66871 -0.17371 2.17011
P -0.12055 -2.95845 -0.55205
C -0.46068 -1.40656 1.69518
C -0.83300 -1.64814 0.37252
C 0.11763 0.95175 3.42733
C -1.25284 1.31723 3.51776
C -1.71490 1.90827 4.69033
C -0.81242 2.18802 5.73100
C 0.56495 1.95637 5.58170
C 1.04034 1.38745 4.40556
C 1.14488 2.99869 -0.26624
C 2.22557 3.01853 -1.14538
C 3.35992 3.77600 -0.81916
C 3.43499 4.47600 0.38448
C 2.35817 4.41872 1.25714
C 1.21540 3.65862 0.96284
C -1.02973 -4.49241 -0.26386
C -1.50433 -4.75284 1.03377
C -2.19702 -5.93825 1.29035
C -2.43342 -6.84587 0.25012
C -1.96593 -6.57960 -1.04295
C -1.26234 -5.40137 -1.30674
C -0.19103 -2.52365 -2.30793
C 0.97220 -2.06510 -2.95041
C 0.93237 -1.76001 -4.31175
C -0.26892 -1.85133 -5.02303
C -1.43909 -2.24177 -4.36483
C -1.40850 -2.56607 -3.00818
H -0.97034 -1.84989 2.56145
H -1.71343 -1.18270 -0.09205
H -1.92389 1.10454 2.68382
H -2.77409 2.14292 4.80704
H -1.18667 2.60820 6.66134
H 1.26492 2.20279 6.38486
H 2.10886 1.23005 4.24528
H 2.14910 2.51154 -2.11342
H 4.17341 3.84766 -1.53666
H 4.33408 5.05961 0.62816
H 2.38954 4.99886 2.17746
H 0.35771 3.63138 1.64514
H -1.34474 -4.01135 1.81956
H -2.55289 -6.14136 2.30084
H -2.98891 -7.76143 0.44444
H -2.14929 -7.28211 -1.85601
H -0.90408 -5.17092 -2.31392
H 1.90597 -1.97696 -2.39831
H 1.84935 -1.47321 -4.82104
H -0.28578 -1.63371 -6.09153
H -2.37626 -2.31331 -4.91594
H -2.32901 -2.88090 -2.50721
F 6.36279 -1.32209 2.61408
C 5.02987 -1.07811 2.41438
C 4.67111 -0.25708 1.33809
C 3.31680 0.03238 1.16089
C 2.39014 -0.50733 2.09340
C 2.78068 -1.36716 3.14346
C 4.13152 -1.66059 3.31043
H 5.43441 0.13904 0.67311
H 2.97430 0.68593 0.35352
H 2.02361 -1.76317 3.82351
H 4.46039 -2.30480 4.12111

Atom charges from the Mulliken analysis, given in e for atoms 1 to 6: -0.27, -0.07, -0.29, -1.39, -1.10, 0.17